Entry 1:
The following is a DFT calculation (ωB97M-V with the def2-TZVPD basis set) of the ion C4H11N2 with charge +1 at a distorted geometry.

Structure (XYZ):
```
17
C4H11N2 | the Open Molecules 2025 dataset | ωB97M-V with the def2-TZVPD basis set
C -0.310 1.689 0.425
C 0.064 0.831 -0.527
N -0.564 0.858 -1.768
C 1.065 -0.243 -0.175
C 0.505 -1.537 0.391
N -0.622 -1.219 1.371
H -1.174 2.331 0.282
H 0.268 1.818 1.327
H -0.268 1.588 -2.403
H -0.481 -0.008 -2.287
H 1.644 -0.512 -1.054
H 1.794 0.275 0.442
H 1.362 -1.950 0.935
H 0.113 -2.299 -0.265
H -0.450 -0.291 1.769
H -0.771 -1.931 2.085
H -1.463 -1.140 0.800
```

As for the energy: -268.244665 hartree. As for the LUMO energy: -3.5 eV. As for the SMILES: C=C(N)CC[NH3+]. The charge is +1. The maximum force is 0.0332 hartree/bohr.


Entry 2:
The following is a DFT calculation (ωB97M-V with the def2-TZVPD basis set) of an isolated molecule of C19H18ClF2N3O4 at a distorted geometry.

Structure (XYZ):
```
47
C19H18ClF2N3O4 | the Open Molecules 2025 dataset | ωB97M-V with the def2-TZVPD basis set
C -3.127 -2.172 -3.846
C -2.260 -1.385 -2.855
C -0.780 -1.771 -2.878
N 0.009 -0.890 -1.998
C -0.328 -0.828 -0.634
C -0.706 -1.976 0.132
N -1.009 -1.899 1.413
C -1.015 -0.682 1.969
C -1.528 -0.472 3.295
O -2.707 -0.702 3.520
C -0.670 -0.197 4.542
C 0.546 -1.100 4.798
C 0.760 0.378 4.491
C 1.419 1.240 5.531
O 1.273 0.993 6.713
O 2.188 2.254 5.038
C -0.643 0.480 1.243
O -0.791 1.769 1.770
C -0.420 2.847 0.883
N -0.257 0.374 -0.055
C 1.033 -0.067 -2.549
C 0.793 0.576 -3.774
C 1.761 1.407 -4.385
Cl 1.372 2.282 -5.812
C 2.982 1.610 -3.722
F 3.923 2.474 -4.202
C 3.218 0.992 -2.490
C 2.253 0.164 -1.890
F 2.586 -0.471 -0.760
H -4.193 -1.946 -3.675
H -2.863 -1.895 -4.871
H -2.879 -3.243 -3.718
H -2.330 -0.327 -3.055
H -2.699 -1.567 -1.866
H -0.709 -2.780 -2.467
H -0.399 -1.766 -3.907
H -0.790 -2.926 -0.422
H -1.288 0.024 5.429
H 0.686 -1.414 5.858
H 0.880 -1.779 4.041
H 1.140 0.619 3.509
H 2.507 2.683 5.868
H -0.607 3.824 1.369
H -0.966 2.782 -0.085
H 0.683 2.861 0.678
H -0.205 0.508 -4.204
H 4.164 1.111 -1.968
```

As for the energy: -1859.925136 hartree. As for the LUMO energy: 0.1 eV. As for the SMILES: CCCN(c1cnc(C(=O)[C@H]2C[C@@H]2C(=O)O)c(OC)n1)c1cc(Cl)c(F)cc1F. The maximum force is 0.0773 hartree/bohr.


Entry 3:
The following is a DFT calculation (ωB97M-V with the def2-TZVPD basis set) of the ion C10H12BrFN with charge +1 at a distorted geometry.

Structure (XYZ):
```
25
C10H12BrFN | the Open Molecules 2025 dataset | ωB97M-V with the def2-TZVPD basis set
C 1.844 -3.747 -1.058
C 2.401 -2.521 -1.349
C 0.668 -3.868 -0.483
C 1.690 -1.375 -1.179
C -0.083 -2.735 -0.216
C 0.505 -1.461 -0.448
C -1.855 2.357 1.100
C -2.182 3.119 -0.266
C -0.056 0.407 0.922
C -0.411 1.850 0.840
N -0.324 -0.354 -0.248
F -1.746 -0.565 -0.259
Br -0.473 2.352 -1.382
H 2.564 -4.591 -1.360
H 3.365 -2.405 -1.894
H 0.344 -4.820 -0.006
H 2.098 -0.463 -1.550
H -1.028 -2.808 0.292
H -1.906 3.080 1.823
H -2.514 1.514 1.217
H -2.050 4.218 -0.181
H -3.043 2.596 -0.880
H 0.984 0.577 1.094
H -0.520 -0.003 1.835
H 0.361 2.588 1.128
```

As for the energy: -3116.428938 hartree. As for the LUMO energy: -5.5 eV. The charge is +1. The maximum force is 0.1174 hartree/bohr.


Entry 4:
The following is a DFT calculation (ωB97M-V with the def2-TZVPD basis set) of a cluster of 7 separate species, C32H69F3N3O7 in total at a distorted geometry.

Structure (XYZ):
```
114
C32H69F3N3O7 | the Open Molecules 2025 dataset | ωB97M-V with the def2-TZVPD basis set
C 4.078 -2.695 -0.339
O 4.588 -1.583 0.513
C 5.690 -0.965 -0.272
C 6.086 0.545 0.244
C 4.911 1.671 0.051
C 3.714 1.247 -0.991
C 3.009 2.678 -1.475
C 1.369 2.682 -1.308
C 0.860 3.181 0.195
C -0.679 2.557 0.394
C -0.472 0.983 0.794
C -1.901 0.191 1.159
N -1.983 -0.427 2.503
N -3.118 -1.081 2.844
C -4.399 -1.389 2.127
C -4.520 -0.780 0.573
C -5.855 -1.047 -0.330
C -6.182 -2.682 -0.193
N -6.511 -3.337 -1.516
C -3.178 0.057 0.154
C -3.165 0.772 -1.344
C -1.947 0.271 -2.317
C -2.079 1.181 -3.715
F -2.925 0.767 -4.864
C -1.300 2.481 -3.792
F -0.064 2.643 -4.616
F -1.781 3.666 -3.009
H 3.170 -2.287 -0.993
H 3.671 -3.607 0.272
H 4.884 -3.108 -1.093
H 6.648 -1.644 -0.081
H 5.495 -1.025 -1.438
H 7.106 0.835 -0.268
H 6.296 0.461 1.407
H 5.423 2.633 -0.389
H 4.452 1.988 1.101
H 2.955 0.495 -0.510
H 4.219 0.732 -1.940
H 3.209 2.734 -2.651
H 3.536 3.622 -1.018
H 1.009 1.583 -1.572
H 0.942 3.365 -2.183
H 0.829 4.358 0.138
H 1.616 2.752 0.978
H -1.220 2.751 -0.625
H -1.147 3.197 1.280
H 0.201 0.979 1.781
H 0.147 0.351 0.006
H -3.107 -1.467 3.840
H -5.295 -1.999 2.629
H -5.741 -0.855 -1.477
H -6.795 -0.464 0.111
H -7.086 -2.881 0.533
H -5.234 -3.264 0.239
H -5.967 -4.251 -1.511
H -6.123 -2.821 -2.338
H -4.173 0.575 -1.954
H -3.175 1.949 -1.145
H -2.121 -0.838 -2.658
H -0.867 0.478 -1.918
C -10.452 -2.417 2.554
C -9.198 -2.088 3.338
O -8.315 -1.314 2.538
H -10.202 -2.970 1.643
H -11.141 -3.017 3.155
H -10.964 -1.501 2.240
H -8.678 -3.005 3.630
H -9.438 -1.523 4.244
H -8.784 -0.498 2.291
C 7.346 1.253 -5.118
C 6.369 1.380 -3.968
O 7.072 1.617 -2.758
H 8.050 0.434 -4.937
H 6.820 1.066 -6.058
H 7.941 2.166 -5.223
H 5.792 0.458 -3.853
H 5.670 2.206 -4.136
H 7.574 2.443 -2.867
C -6.272 -6.124 1.548
C -6.129 -6.912 0.262
O -4.873 -6.634 -0.340
H -6.189 -5.050 1.353
H -7.236 -6.324 2.023
H -5.473 -6.382 2.251
H -6.916 -6.635 -0.445
H -6.197 -7.988 0.452
H -4.181 -6.891 0.293
C -1.952 -4.299 2.651
C -2.199 -5.793 2.702
O -2.465 -6.286 1.398
H -2.820 -3.780 2.233
H -1.749 -3.903 3.649
H -1.101 -4.070 2.001
H -3.063 -6.016 3.335
H -1.330 -6.321 3.107
H -1.688 -6.090 0.846
C 3.331 6.419 2.045
C 3.620 4.935 2.125
O 4.181 4.483 0.901
H 2.639 6.633 1.224
H 2.894 6.782 2.980
H 4.248 6.982 1.843
H 2.698 4.374 2.305
H 4.321 4.714 2.935
H 5.004 4.981 0.754
C 8.971 4.700 0.242
C 7.636 4.523 -0.452
O 6.776 5.607 -0.132
H 8.837 4.753 1.327
H 9.644 3.869 0.009
H 9.447 5.636 -0.067
H 7.154 3.597 -0.125
H 7.760 4.482 -1.538
H 7.210 6.424 -0.434
```

As for the energy: -2250.248131 hartree. As for the LUMO energy: -4.4 eV. The charge is +1. The maximum force is 0.1058 hartree/bohr.


Entry 5:
The following is a DFT calculation (ωB97M-V with the def2-TZVPD basis set) of a structure of composition C4H7O5Tl at a distorted geometry.

Structure (XYZ):
```
17
C4H7O5Tl | the Open Molecules 2025 dataset | ωB97M-V with the def2-TZVPD basis set
Tl -1.396 0.291 1.939
C -1.281 -0.387 -2.961
C -1.461 -0.287 -1.480
O -2.466 -0.695 -0.882
O -0.533 0.195 -0.727
H -0.683 0.456 -3.307
H -2.255 -0.152 -3.393
H -0.942 -1.384 -3.226
C 3.143 0.609 0.700
C 1.932 0.608 1.607
O 1.321 -0.477 1.733
O 1.452 1.679 2.078
H 3.840 -0.226 0.752
H 3.798 1.476 0.783
H 2.771 0.621 -0.326
O -3.148 -1.149 3.465
H -4.092 -1.178 3.245
```

As for the energy: -705.085510 hartree. As for the LUMO energy: -5.5 eV. The maximum force is 0.0738 hartree/bohr.


Entry 6:
The following is a DFT calculation (ωB97M-V with the def2-TZVPD basis set) of a cluster of 2 separate species, N3O3S in total at a distorted geometry.

Structure (XYZ):
```
7
N3O3S | the Open Molecules 2025 dataset | ωB97M-V with the def2-TZVPD basis set
N -0.589 -0.938 1.964
N -0.189 0.632 -1.449
N -0.557 -1.601 1.060
O 1.594 2.003 0.075
O -1.060 0.880 -0.534
O -0.551 -2.211 0.064
S 1.353 1.235 -1.180
```

As for the energy: -788.097991 hartree. As for the LUMO energy: 4.0 eV. The charge is -1. The maximum force is 0.0478 hartree/bohr.


Entry 7:
The following is a DFT calculation (ωB97M-V with the def2-TZVPD basis set) of an isolated molecule of C3H5N3 at a distorted geometry.

Structure (XYZ):
```
11
C3H5N3 | the Open Molecules 2025 dataset | ωB97M-V with the def2-TZVPD basis set
C 1.992 0.652 -0.068
N 0.802 0.136 -0.422
N 0.084 -0.645 0.402
C -1.179 -0.884 -0.232
C -1.848 0.349 -0.290
N -2.090 1.521 0.156
H 2.639 0.840 0.928
H 2.410 1.421 -1.001
H 0.067 -0.504 1.489
H -1.803 -1.519 0.263
H -1.073 -1.368 -1.224
```

As for the energy: -281.417755 hartree. As for the LUMO energy: 0.8 eV. As for the SMILES: C=NNCC#N. The maximum force is 0.2615 hartree/bohr.


> Number 6 is which compound?

N3O3S